(1)
DFT (ωB97M-V/def2-TZVPD) results for C18H15NO3 in the gas phase.

Results
- ΔE to the lowest compared entry with this formula, charge and spin: 8.33 kcal/mol
- Calculated total energy: -975.42667 Eh
- SMILES: O=C(Cc1c[nH]c2ccccc12)OCC(=O)c1ccccc1
- Multiplicity: 1
- Total charge: 0
- Kohn-Sham gap: 8.49 eV

Each line ends with the Mulliken charge.
Cartesian coordinates (Å):
O 0.601 2.206 -2.298  -0.61
C -0.459 1.666 -2.129  0.76
C -1.546 2.121 -1.181  -1.28
C -1.555 1.166 -0.027  0.88
C -2.303 0.030 0.090  -0.82
N -2.013 -0.603 1.266  0.18
C -1.058 0.110 1.931  -0.69
C -0.446 -0.123 3.155  -1.09
C 0.509 0.779 3.572  -0.35
C 0.851 1.888 2.792  -0.89
C 0.242 2.129 1.581  -0.25
C -0.732 1.235 1.137  1.15
O -0.829 0.530 -2.733  -0.29
C 0.112 -0.142 -3.559  -0.64
C 0.454 -1.505 -2.955  0.16
O 0.377 -2.511 -3.620  -0.59
C 0.840 -1.516 -1.528  0.74
C 1.601 -0.504 -0.945  -0.09
C 1.970 -0.596 0.385  -0.56
C 1.574 -1.681 1.148  -0.34
C 0.812 -2.688 0.576  -0.73
C 0.458 -2.613 -0.756  -0.63
H -2.506 2.090 -1.698  0.43
H -1.327 3.134 -0.847  0.38
H -3.033 -0.370 -0.588  0.44
H -2.434 -1.458 1.585  0.21
H -0.710 -0.982 3.756  0.43
H 1.006 0.630 4.519  0.41
H 1.609 2.566 3.155  0.40
H 0.516 2.984 0.981  0.40
H -0.344 -0.293 -4.541  0.34
H 1.016 0.471 -3.662  0.42
H 1.934 0.342 -1.526  0.39
H 2.567 0.186 0.828  0.42
H 1.865 -1.743 2.185  0.45
H 0.506 -3.538 1.169  0.44
H -0.123 -3.396 -1.222  0.45


(2)
DFT (ωB97M-V/def2-TZVPD) results for C23H24N2O6 in the gas phase.

Results
- ΔE to the lowest compared entry with this formula, charge and spin: 31.68 kcal/mol
- Calculated total energy: -1451.85024 Eh
- SMILES: CCOC(=O)[C@H](C)Oc1cccc2c(=O)n(CC(=O)Nc3cccc(OC)c3)ccc12
- Multiplicity: 1
- Total charge: 0
- Kohn-Sham gap: 8.50 eV

Each line ends with the Mulliken charge.
Cartesian coordinates (Å):
C -1.130 -3.673 1.452  -1.21
C -1.325 -2.943 0.137  -0.20
O -2.707 -2.578 0.017  -0.33
C -2.999 -1.577 -0.804  0.34
O -2.194 -0.989 -1.478  -0.57
C -4.492 -1.230 -0.758  0.62
C -5.015 -1.047 -2.180  -1.63
O -4.694 -0.080 0.062  -0.57
C -3.866 1.000 -0.184  0.59
C -4.199 1.958 -1.117  -0.53
C -3.352 3.040 -1.354  -0.74
C -2.164 3.152 -0.675  -0.64
C -1.818 2.203 0.293  0.20
C -0.540 2.318 0.976  0.67
O 0.300 3.180 0.726  -0.84
N -0.282 1.372 1.950  0.21
C 0.979 1.458 2.663  -1.48
C 2.096 0.731 1.886  0.89
O 2.521 -0.344 2.256  -0.68
N 2.481 1.427 0.799  0.07
C 3.442 1.099 -0.163  -0.15
C 3.575 1.954 -1.252  -0.83
C 4.521 1.679 -2.223  -0.48
C 5.332 0.568 -2.120  -0.70
C 5.201 -0.292 -1.028  0.65
O 6.042 -1.361 -1.009  -0.46
C 5.960 -2.260 0.072  -0.77
C 4.253 -0.025 -0.048  -0.04
C -1.142 0.353 2.234  -0.50
C -2.315 0.200 1.588  -0.89
C -2.680 1.128 0.569  0.46
H -1.426 -3.036 2.281  0.25
H -1.731 -4.577 1.475  0.35
H -0.083 -3.937 1.566  0.40
H -1.062 -3.580 -0.714  0.37
H -0.718 -2.033 0.088  0.27
H -5.032 -2.027 -0.238  0.38
H -6.034 -0.670 -2.152  0.35
H -4.379 -0.347 -2.718  0.39
H -5.002 -2.001 -2.700  0.46
H -5.123 1.862 -1.666  0.57
H -3.629 3.778 -2.092  0.41
H -1.476 3.962 -0.864  0.50
H 1.237 2.515 2.777  0.38
H 0.875 0.990 3.642  0.53
H 1.962 2.287 0.612  0.12
H 2.939 2.823 -1.332  0.42
H 4.626 2.340 -3.070  0.37
H 6.074 0.341 -2.868  0.44
H 4.974 -2.731 0.130  0.32
H 6.714 -3.022 -0.121  0.23
H 6.179 -1.765 1.024  0.32
H 4.128 -0.669 0.805  0.72
H -0.817 -0.324 3.009  0.32
H -2.987 -0.603 1.842  0.70


(3)
DFT (ωB97M-V/def2-TZVPD) results for 2 unconnected molecules or ions with the total composition C5H12N2O.

Results
- ΔE to the lowest compared entry with this formula, charge and spin: 128.89 kcal/mol
- Calculated total energy: -382.29713 Eh
- Multiplicity: 1
- Total charge: 0
- Kohn-Sham gap (spin up / spin down): 8.11 / 8.11 eV

Each line ends with the Mulliken charge.
Cartesian coordinates (Å):
C -1.594 -0.431 -0.569  0.16
C 1.500 0.502 0.060  -0.06
C -0.966 0.682 -0.989  -0.83
C -2.536 -0.475 0.590  -1.17
C 2.406 0.950 -1.035  -1.21
N 0.475 -1.367 1.107  -0.81
N 1.308 -0.793 0.273  0.38
O 0.281 -0.489 2.216  -0.40
H -0.089 -1.078 2.881  0.36
H 1.505 -1.423 -0.499  0.34
H -1.546 -1.332 -1.168  0.32
H 1.310 1.158 0.893  0.46
H -1.122 1.626 -0.485  0.25
H -0.523 0.737 -1.973  0.32
H -2.375 0.375 1.251  0.30
H -2.379 -1.387 1.168  0.27
H -3.572 -0.481 0.249  0.36
H 3.428 1.108 -0.681  0.32
H 2.058 1.899 -1.443  0.30
H 2.433 0.219 -1.844  0.35


Among the records above, which one has the lowest calculated total energy? C23H24N2O6